Formula: C13H32BrClF3N2OP2
Source: the Open Molecules 2025 dataset
Level of theory: wB97M-V/def2-TZVPD

XYZ file:
```
55
Properties=species:S:1:pos:R:3
N 5.0217 -3.8382 4.4341
P 5.0786 -2.8087 5.5607
N 3.9258 -1.3346 5.0937
Br 4.6392 -0.5699 3.5207
P 2.2298 -2.2205 4.5643
O 1.8566 -2.7746 6.0031
Cl 1.0443 -0.6159 4.3959
C 3.9375 -0.3040 6.2071
F 3.1804 0.7276 5.9262
F 3.4987 -0.9049 7.3147
F 5.1740 0.1017 6.4047
H 5.9030 -3.9780 3.9507
H 6.2652 -2.1441 5.8800
H 4.4410 -3.1638 6.7411
H 1.3855 -2.1661 6.5951
C 0.4470 0.4683 -2.5958
C 0.9944 -0.9381 -2.3688
C 0.5723 -1.5442 -1.0314
C 1.0563 -0.7761 0.1991
C 2.5707 -0.5978 0.2859
C 3.3328 -1.9187 0.3761
H 0.8132 1.1744 -1.8486
H 0.7429 0.8468 -3.5741
H -0.6437 0.4719 -2.5537
H 2.0849 -0.9263 -2.4529
H 0.6387 -1.5921 -3.1675
H 0.9239 -2.5784 -0.9808
H -0.5194 -1.5982 -0.9946
H 0.7077 -1.3026 1.0960
H 0.5819 0.2081 0.2267
H 2.7914 0.0109 1.1709
H 2.9339 -0.0238 -0.5689
H 3.0080 -2.4969 1.2466
H 4.4086 -1.7507 0.4680
H 3.1793 -2.5354 -0.5080
C -4.2671 4.1658 -4.6374
C -4.9146 2.7837 -4.6233
C -5.5657 2.4283 -3.2878
C -4.6034 2.3723 -2.1004
C -3.4400 1.3969 -2.2661
C -3.8782 -0.0573 -2.4211
H -3.4594 4.2416 -3.9077
H -3.8433 4.3884 -5.6170
H -5.0010 4.9405 -4.4077
H -4.1703 2.0287 -4.8916
H -5.6800 2.7422 -5.4014
H -6.0801 1.4689 -3.3877
H -6.3452 3.1631 -3.0664
H -5.1710 2.0986 -1.2055
H -4.2033 3.3708 -1.9062
H -2.7921 1.4788 -1.3881
H -2.8259 1.6860 -3.1233
H -4.4621 -0.3816 -1.5573
H -3.0149 -0.7203 -2.5079
H -4.4887 -0.2023 -3.3126
```

total charge	+1
HOMO-LUMO gap	0.27041	Ha